(1)
Here is a single CH4ClOP molecule from OMol25. Energies are from ωB97M-V with the def2-TZVPD basis set.

Output
- orbital gap (hartree) = 0.3384
- LUMO energy (eV) = -0.65
- ΔE to the lowest compared entry with this formula, charge and spin (kJ/mol) = 122.91
- SMILES = CP(O)Cl
- calculated total energy (eV) = -24960.618

Last column: natural (NBO) charge in e.
Positions of all 8 atoms, in Å:
C  -0.72653  -0.78944  0.24789  -1.103
P  0.14396  0.70134  0.61081  1.272
O  0.08780  1.46966  -0.83538  -0.964
Cl  2.43333  -0.24697  0.02127  -0.541
H  -1.86726  -0.81599  0.02525  0.280
H  -0.60263  -1.29605  1.28712  0.261
H  -0.21248  -1.22392  -0.64203  0.289
H  0.74380  2.20135  -0.71493  0.506



(2)
Here is a molecular structure, CH4ClP from OMol25. Energies are from ωB97M-V with the def2-TZVPD basis set.

Output
- orbital gap (hartree) = 0.3118
- LUMO energy (eV) = -1.62
- ΔE to the lowest compared entry with this formula, charge and spin (kJ/mol) = 104.82
- calculated total energy (eV) = -22911.589

Last column: natural (NBO) charge in e.
Positions of all 7 atoms, in Å:
C  0.64364  -0.30096  -0.24410  -1.019
P  -0.49890  1.09929  -0.03045  0.782
Cl  -2.65134  -0.48661  0.08106  -0.474
H  1.63121  -0.21322  0.35971  0.256
H  1.13002  -0.11584  -1.36375  0.241
H  0.19293  -1.26183  -0.13726  0.279
H  -0.44755  1.27917  1.33480  -0.066



(3)
Here is 2 unconnected molecules or ions with the total composition CH4F2 from OMol25. Energies are from ωB97M-V with the def2-TZVPD basis set.

Output
- orbital gap (hartree) = 0.4789
- LUMO energy (eV) = 0.68
- ΔE to the lowest compared entry with this formula, charge and spin (kJ/mol) = 33.60
- SMILES = CF.F
- calculated total energy (eV) = -6536.146

Last column: natural (NBO) charge in e.
Positions of all 7 atoms, in Å:
C  -0.87335  0.55115  0.19498  -0.131
F  0.15553  1.47471  -0.18278  -0.374
H  -0.80187  0.39758  1.30099  0.178
H  -1.87712  0.78667  -0.14143  0.176
H  -0.62109  -0.46439  -0.23991  0.150
F  2.32768  -1.24854  -0.10641  -0.560
H  1.69022  -1.49718  -0.82545  0.561



(4)
Here is a molecular structure, CH4F2InNO5S2 from OMol25. Energies are from ωB97M-V with the def2-TZVPD basis set.

Output
- orbital gap (hartree) = 0.0857
- charge = +2
- LUMO energy (eV) = -15.49
- ΔE to the lowest compared entry with this formula, charge and spin (kJ/mol) = 0.00
- calculated total energy (eV) = -45081.197

Last column: natural (NBO) charge in e.
Positions of all 16 atoms, in Å:
In  0.40648  1.49924  -1.40148  1.034
N  -1.84712  0.54171  0.34514  -0.677
S  -2.25787  1.14626  1.80300  2.388
O  -1.89194  0.42794  2.95919  -0.637
O  -3.50303  1.81575  1.71744  -0.594
F  -1.20260  2.28323  1.73485  -0.444
S  -2.84465  -0.81619  0.34850  2.393
O  -4.20551  -0.49156  0.18323  -0.616
O  -2.53987  -1.83520  1.27496  -0.640
F  -2.38289  -1.35871  -1.00144  -0.422
C  3.66412  -0.90894  -1.33928  -0.266
O  3.13156  0.40992  -1.21435  -0.698
H  4.43168  -1.08907  -0.57049  0.238
H  2.89079  -1.66546  -1.30173  0.205
H  4.25464  -0.95670  -2.26481  0.227
H  3.89621  0.99776  -1.27272  0.510



(5)
Here is 2 unconnected molecules or ions with the total composition CH4F2N2 from OMol25. Energies are from ωB97M-V with the def2-TZVPD basis set.

Output
- orbital gap (spin up / spin down) (hartree) = 0.2031 / 0.3220
- 2S+1 = 3
- LUMO energy (spin up / spin down) (eV) = 0.32 / -3.34
- ΔE to the lowest compared entry with this formula, charge and spin (kJ/mol) = 43.99
- calculated total energy (eV) = -9511.584

Last column: natural (NBO) charge in e.
Positions of all 9 atoms, in Å:
C  -0.54833  -0.17099  -0.13895  0.414
N  -0.84763  -1.49383  -0.31800  -0.704
N  0.53322  0.39302  0.17875  -0.465
F  -1.62652  0.61738  -0.10700  -0.327
F  1.73536  2.90294  0.68300  -0.607
H  0.02797  -2.09354  -0.39746  0.399
H  -1.79528  -1.94355  -0.10016  0.396
H  1.29091  2.08126  0.27098  0.570
H  1.23029  -0.29269  -0.07116  0.324



(6)
Here is a single CH4F2NP molecule from OMol25. Energies are from ωB97M-V with the def2-TZVPD basis set.

Output
- orbital gap (hartree) = 0.3493
- LUMO energy (eV) = 0.16
- ΔE to the lowest compared entry with this formula, charge and spin (kJ/mol) = 272.94
- SMILES = N[C@@H](F)PF
- calculated total energy (eV) = -17314.496

Last column: natural (NBO) charge in e.
Positions of all 9 atoms, in Å:
N  0.15636  0.74292  0.55279  -0.872
C  0.59081  -0.47607  -0.01874  0.160
F  1.81629  -0.86465  0.35737  -0.354
P  -0.42225  -2.09941  0.86375  0.834
F  -2.06007  -2.10618  1.40088  -0.585
H  0.19193  0.84624  1.50057  0.368
H  0.47255  1.68315  0.25084  0.376
H  0.41346  -0.53145  -1.10774  0.178
H  -0.84734  -2.38692  -0.38489  -0.104



(7)
Here is 2 unconnected molecules or ions with the total composition CH4F2NP from OMol25. Energies are from ωB97M-V with the def2-TZVPD basis set.

Output
- orbital gap (spin up / spin down) (hartree) = 0.3459 / 0.2848
- LUMO energy (spin up / spin down) (eV) = -0.46 / -0.33
- ΔE to the lowest compared entry with this formula, charge and spin (kJ/mol) = 337.09
- calculated total energy (eV) = -17313.831

Last column: natural (NBO) charge in e.
Positions of all 9 atoms, in Å:
C  1.12951  -0.16833  0.33092  -0.500
N  0.73454  -0.54923  -0.97481  -0.508
F  -2.04136  -0.19113  1.10141  -0.587
F  -2.18098  1.39394  -0.49486  -0.592
P  -2.17567  -0.20573  -0.46899  1.259
H  1.14918  -1.03981  1.07371  0.189
H  2.22472  0.14612  0.45213  0.206
H  0.27778  0.49553  0.68434  0.218
H  0.88227  0.11864  -1.70385  0.315



(8)
Here is a molecular structure, CH4F5N4P3 from OMol25. Energies are from ωB97M-V with the def2-TZVPD basis set.

Output
- orbital gap (hartree) = 0.3780
- LUMO energy (eV) = -0.62
- ΔE to the lowest compared entry with this formula, charge and spin (kJ/mol) = 247.39
- calculated total energy (eV) = -48521.676

Last column: natural (NBO) charge in e.
Positions of all 17 atoms, in Å:
C  -3.07125  -0.27852  -0.00530  -0.383
N  -0.09303  -1.19379  -0.07754  -1.370
N  0.61723  1.50310  -0.04981  -1.282
N  2.67055  -0.53106  0.03094  -1.384
N  -1.96458  0.65361  0.24247  -0.952
F  2.20327  0.99912  -1.74924  -0.601
F  1.50162  -2.45199  1.30638  -0.541
F  1.66125  -2.65912  -1.05717  -0.543
F  2.27673  1.24590  1.58865  -0.588
F  3.13745  2.35313  -0.19847  -0.514
P  -0.40448  0.35921  -0.10191  2.141
P  1.50008  -1.50568  0.03750  2.456
P  2.26327  1.04687  -0.06576  2.469
H  -3.91440  0.18962  -0.75646  0.206
H  -2.55118  -1.06115  -0.33958  0.218
H  -3.70721  -0.41544  0.91652  0.218
H  -2.12532  1.74619  0.27877  0.450



(9)
Here is 2 unconnected molecules or ions with the total composition CH4FIP2 from OMol25. Energies are from ωB97M-V with the def2-TZVPD basis set.

Output
- orbital gap (hartree) = 0.3067
- LUMO energy (eV) = -0.39
- ΔE to the lowest compared entry with this formula, charge and spin (kJ/mol) = 401.35
- calculated total energy (eV) = -30494.425

Last column: natural (NBO) charge in e.
Positions of all 9 atoms, in Å:
C  -1.31676  -0.62229  0.05831  -0.060
F  -1.69513  -1.46491  0.96389  -0.354
P  1.65893  0.33936  -0.73673  -0.008
P  0.50131  0.78650  0.97331  0.181
I  -3.09329  0.44841  -0.37739  0.119
H  -0.71507  -1.09769  -0.80698  0.181
H  1.70145  -0.96878  -0.28309  -0.020
H  2.90526  0.72601  -0.05851  0.010
H  0.05329  1.85339  0.26719  -0.048



(10)
Here is a molecular structure, CH4FInO from OMol25. Energies are from ωB97M-V with the def2-TZVPD basis set.

Output
- orbital gap (hartree) = 0.2497
- charge = +2
- LUMO energy (eV) = -15.91
- ΔE to the lowest compared entry with this formula, charge and spin (kJ/mol) = 6.83
- calculated total energy (eV) = -11015.286

Last column: Mulliken charge in e.
Positions of all 8 atoms, in Å:
In  0.33734  -1.72315  1.21625  1.812
F  1.56131  -3.09312  -0.23095  -0.284
C  -0.12351  0.88111  -0.46307  -0.530
O  -0.68797  0.08903  0.56792  -0.468
H  -0.12042  0.32626  -1.40127  0.308
H  -0.80949  1.71917  -0.58625  0.355
H  0.92622  1.14696  -0.33859  0.339
H  -1.08349  0.65376  1.23593  0.469